Record 1
{"formula": "C5H6O", "method": "ωB97M-V/def2-TZVPD", "e_above_lowest_kcal_mol": 70.12, "gap_ev": 10.53, "e_tot_ha": -269.234492, "smiles": "C#CC(=O)CC", "species": ["C", "H", "O", "H", "H", "H", "H", "C", "C", "H", "C", "C"], "xyz": [[2.02, -0.38, -0.18], [-2.14, 0.48, -1.04], [0.54, 0.05, -2.09], [-1.71, -1.12, -0.46], [-2.30, 0.12, 0.67], [2.55, -0.46, 2.02], [-0.26, 1.54, 0.08], [2.20, -0.40, 1.02], [-0.24, 0.44, 0.13], [0.32, 0.14, 1.11], [-1.67, -0.05, -0.20], [0.79, 0.01, -0.91]], "lowdin_charge": [-0.01, 0.08, 0.11, 0.08, 0.07, 0.05, 0.12, 0.12, -0.18, 0.10, -0.09, -0.44]}


Record 2
{"formula": "C5H15NO", "method": "ωB97M-V/def2-TZVPD", "e_above_lowest_kcal_mol": 57.97, "total_charge": -1, "gap_ev": [2.88, 8.88], "s2": 0.75, "e_tot_ha": -329.360788, "multiplicity": 2, "species": ["C", "C", "H", "N", "H", "C", "H", "H", "H", "O", "H", "H", "H", "H", "H", "H", "C", "H", "H", "H", "C", "H"], "xyz": [[2.15, 0.08, 1.66], [-1.03, 0.61, -2.33], [-1.94, -1.24, 1.44], [0.77, 0.46, -0.60], [0.57, -1.63, -0.86], [0.83, 0.41, 0.95], [1.92, 0.37, 2.66], [0.38, 1.38, 1.32], [-0.73, -0.43, -2.39], [-2.81, -1.09, 1.93], [2.39, -0.97, -0.80], [1.59, -0.91, -2.20], [-1.30, 0.06, -0.28], [-2.76, -0.19, 2.36], [2.99, 0.77, 1.24], [-0.40, 1.16, -3.11], [-0.71, 0.74, -0.84], [-1.06, 1.78, -0.24], [-0.01, -0.21, 1.23], [-2.03, 0.79, -2.65], [1.28, -0.88, -1.18], [2.38, -0.94, 1.51]], "lowdin_charge": [-0.17, -0.15, -0.03, -0.20, 0.04, -0.36, 0.03, 0.06, 0.03, -0.28, 0.10, 0.04, 0.02, -0.05, 0.10, 0.09, -0.35, 0.12, 0.03, 0.04, -0.14, 0.02]}


Record 3
{"formula": "C3H7NO2", "method": "ωB97M-V/def2-TZVPD", "e_above_lowest_kcal_mol": 38.87, "gap_ev": [8.50, 7.48], "s2": 2.01, "e_tot_ha": -323.489350, "multiplicity": 3, "species": ["O", "H", "C", "H", "C", "H", "C", "N", "O", "H", "H", "H", "H"], "xyz": [[-0.85, -1.50, 0.09], [-0.78, 1.81, 0.70], [-0.08, -0.40, 0.39], [-0.04, -0.29, 1.49], [1.34, -0.52, -0.17], [-0.82, 1.33, -1.03], [-0.91, 1.01, 0.05], [-2.45, -0.54, -0.43], [-2.21, 0.57, 0.32], [1.61, -1.54, 0.02], [-3.01, -1.13, 0.16], [1.94, 0.07, 0.51], [1.14, -0.34, -1.22]], "lowdin_charge": [0.01, 0.09, -0.41, 0.16, -0.03, 0.13, -0.11, 0.07, -0.20, 0.07, 0.07, 0.08, 0.09]}


Record 4
{"formula": "C45H40NO30PS", "method": "ωB97M-V/def2-TZVPD", "gap_ev": 7.64, "e_tot_ha": -4790.301305, "smiles": "NCCCC[C@]1([PH2]=S)OC(=O)O[C@]1(O)CC(=O)O.O=C1C=C(O)C(=O)C=C1O.O=C1C=C(O)C(=O)C=C1O.O=C1C=C(O)C(=O)C=C1O.O=C1C=C(O)C(=O)C=C1O.O=C1C=C(O)C(=O)C=C1O.O=C1C=C(O)C(=O)C=C1O", "species": ["O", "O", "O", "H", "O", "C", "O", "C", "C", "O", "H", "C", "C", "H", "C", "C", "H", "O", "N", "H", "C", "H", "H", "C", "S", "C", "O", "H", "H", "C", "H", "H", "C", "H", "O", "P", "C", "C", "O", "H", "H", "H", "O", "O", "C", "C", "C", "O", "C", "O", "C", "C", "H", "H", "O", "C", "H", "H", "O", "C", "C", "H", "H", "C", "O", "O", "O", "H", "C", "O", "H", "H", "O", "H", "C", "H", "H", "H", "O", "H", "C", "C", "C", "H", "C", "H", "O", "H", "H", "O", "C", "H", "O", "H", "C", "O", "C", "H", "C", "C", "O", "C", "O", "H", "C", "C", "C", "O", "C", "C", "H", "C", "O", "H", "C", "C", "C", "H"], "xyz": [[-3.07, 0.83, -0.29], [2.79, -2.79, -0.95], [7.91, 0.67, 4.19], [-6.45, -0.54, -3.79], [-2.85, -1.28, 0.43], [-1.21, -0.37, -1.12], [14.08, 8.60, 2.12], [8.02, 3.05, 4.22], [13.02, 8.24, 2.58], [-0.08, -1.66, 0.64], [6.34, -0.92, -0.87], [1.54, -8.26, -3.26], [-5.08, -1.80, -2.66], [-1.48, -0.98, -1.99], [-5.77, -2.19, -4.94], [1.44, -7.01, -3.99], [-9.36, 2.71, 2.88], [-10.96, 0.92, 1.77], [5.58, -0.40, -0.45], [-10.75, -1.07, -4.72], [4.78, 0.30, -1.47], [2.39, 2.83, -1.17], [4.71, 2.33, -0.76], [2.02, -1.90, -0.78], [-0.28, 0.93, 2.37], [7.01, 1.77, 2.33], [0.81, -1.78, -1.38], [1.13, -9.15, -3.73], [-10.34, -2.90, 1.20], [-9.97, -2.44, -0.57], [0.75, 1.32, -2.04], [-9.50, -1.99, 4.80], [12.45, 6.94, 2.07], [-0.35, -1.10, 1.38], [2.27, -9.38, -1.33], [0.90, 1.45, 0.90], [2.69, -7.04, -1.42], [-4.92, -3.43, -5.00], [-3.51, -3.31, -1.63], [-13.07, -1.64, -2.03], [-6.20, -2.64, -6.68], [8.06, 5.22, 4.06], [-6.43, -1.93, -6.06], [6.87, 5.42, 1.68], [-10.24, 0.72, 2.73], [11.29, 6.44, 2.52], [7.76, 4.32, 3.56], [-12.14, -2.49, 0.29], [-2.43, -0.35, -0.23], [2.27, -0.82, 0.02], [-11.46, -2.25, -0.69], [-12.00, -1.79, -1.96], [-11.55, -0.98, 2.03], [13.98, 6.93, 1.02], [-9.55, -2.83, 0.63], [2.03, -5.77, -3.36], [8.34, 0.96, 5.02], [3.03, -4.90, -1.70], [-7.75, 2.21, 4.95], [-4.20, -3.04, -2.73], [-8.59, -0.01, 4.94], [6.44, 5.12, 0.86], [2.12, 1.98, 1.32], [12.27, 8.98, 3.58], [-11.56, -1.14, -4.17], [3.19, -7.16, -0.32], [-7.84, -0.23, 5.87], [0.31, 2.43, 0.09], [-4.14, -3.79, -3.83], [-11.11, -1.49, 2.74], [-7.32, 1.70, 5.66], [-3.52, -4.68, -3.89], [-5.11, -1.18, -1.62], [1.93, 0.10, -2.43], [-9.13, -2.21, -1.59], [3.84, 1.18, 0.21], [-1.08, 0.64, -1.50], [3.06, 2.10, -2.59], [-4.93, -4.07, -6.04], [10.88, 5.51, 2.16], [1.25, 0.13, -0.34], [10.55, 7.17, 3.53], [-9.68, -1.77, -2.86], [12.67, 9.92, 3.93], [-9.49, -1.00, 4.37], [2.72, -9.10, -0.51], [6.16, 3.13, 0.61], [-8.06, -2.35, -1.51], [4.99, -1.02, 0.09], [-9.00, -1.56, -3.86], [2.61, -5.79, -2.15], [4.09, -0.41, -1.93], [13.20, 6.35, 1.15], [9.58, 8.50, 5.07], [-8.59, 1.38, 4.35], [10.35, 9.08, 4.93], [-10.27, -0.66, 3.33], [1.44, -4.96, -4.91], [6.73, 3.04, 1.69], [7.61, 1.77, 3.52], [0.92, -6.89, -5.08], [2.76, 1.88, -1.56], [9.50, 6.79, 4.00], [-3.69, -2.63, -0.95], [2.13, -8.28, -2.06], [1.65, 0.82, -1.66], [4.03, 1.47, -0.82], [1.90, -4.68, -4.10], [7.15, 4.31, 2.37], [11.10, 8.48, 4.03], [-3.79, 0.78, 0.37], [-11.16, -1.56, -2.98], [8.55, 2.94, 5.31], [6.71, 0.87, 1.81], [-5.84, -1.43, -3.84], [-9.36, 1.71, 3.31], [0.08, -0.89, -0.50], [5.47, 0.65, -2.23]], "lowdin_charge": [0.11, 0.19, 0.12, 0.13, 0.10, 0.04, 0.11, -0.31, -0.31, 0.04, 0.07, 0.07, -0.31, 0.15, -0.24, -0.32, 0.14, 0.11, 0.01, 0.12, -0.26, 0.10, 0.09, -0.52, 0.27, 0.08, 0.13, 0.13, 0.10, -0.23, 0.11, 0.14, -0.23, 0.00, 0.11, 0.53, -0.31, -0.31, 0.12, 0.14, 0.12, 0.10, 0.12, 0.11, -0.31, 0.08, 0.07, 0.10, -0.53, 0.06, -0.30, 0.08, 0.10, 0.12, 0.12, -0.23, 0.12, 0.11, 0.12, -0.23, -0.31, 0.11, 0.00, 0.08, 0.12, 0.11, 0.11, 0.01, 0.07, 0.09, 0.12, 0.14, 0.10, 0.13, 0.08, 0.08, 0.12, 0.12, 0.11, 0.14, -0.49, -0.29, -0.30, 0.14, 0.08, 0.12, 0.08, 0.13, 0.06, 0.10, 0.08, 0.09, 0.12, 0.12, -0.24, 0.12, -0.23, 0.12, -0.30, -0.23, 0.10, -0.20, 0.09, 0.09, -0.24, -0.15, -0.21, 0.11, -0.23, -0.23, 0.14, -0.23, 0.11, 0.12, 0.06, 0.07, -0.47, 0.12]}


Record 5
{"formula": "C18H22AuN7S2", "method": "ωB97M-V/def2-TZVPD", "e_above_lowest_kcal_mol": 0.00, "gap_ev": 5.37, "e_tot_ha": -2014.370868, "species": ["H", "N", "C", "N", "H", "H", "H", "C", "S", "H", "H", "C", "C", "H", "C", "H", "H", "C", "C", "C", "S", "H", "H", "Au", "C", "C", "H", "H", "H", "C", "C", "C", "N", "C", "H", "C", "H", "H", "N", "H", "H", "N", "C", "C", "C", "H", "H", "N", "N", "H"], "xyz": [[0.24, -2.33, -1.68], [-4.43, -6.58, 0.65], [2.83, 0.56, 3.28], [-0.50, 2.44, -1.24], [-2.95, 0.25, -2.91], [0.35, 1.77, 5.22], [-2.39, 3.37, -1.22], [-1.35, 3.61, -1.41], [-0.16, 0.56, 0.61], [-1.26, 4.03, -2.41], [-1.05, 4.38, -0.68], [1.31, -1.18, -3.12], [2.15, 1.47, 4.08], [4.34, 0.24, -2.65], [1.12, -1.72, -1.86], [-1.89, 1.67, -3.01], [-4.03, 0.09, -0.52], [-1.01, 1.33, -0.63], [1.18, -0.99, 3.47], [0.41, -0.16, 4.28], [0.54, -2.61, 3.11], [3.99, -0.66, -0.39], [1.51, 1.87, -1.18], [-0.02, -2.35, 0.86], [2.46, -0.46, -3.42], [-2.89, -3.59, 1.07], [0.56, -1.35, -3.89], [-2.72, -0.13, 0.67], [1.18, 3.49, -1.83], [3.43, -0.29, -2.43], [-4.19, -5.47, 0.83], [3.24, -0.80, -1.16], [-1.96, -2.87, 1.05], [-2.68, 1.19, -2.43], [-0.55, -0.49, 4.63], [-2.97, -0.13, -0.39], [3.80, 0.82, 2.86], [2.49, -1.70, 1.15], [2.37, -0.65, 2.99], [2.57, 2.44, 4.28], [-3.56, 1.83, -2.41], [1.85, -2.00, 0.42], [2.07, -1.51, -0.85], [0.90, 2.76, -1.06], [0.92, 1.09, 4.60], [2.61, -0.06, -4.41], [-2.75, -1.12, -0.79], [-2.20, 0.90, -1.09], [-4.00, -4.18, 1.08], [1.10, 3.20, -0.08]], "lowdin_charge": [0.08, 0.09, -0.13, -0.22, 0.10, 0.11, 0.08, -0.06, 0.73, 0.09, 0.10, -0.10, -0.06, 0.10, -0.09, 0.09, 0.10, -0.74, -0.75, -0.11, 0.66, 0.11, 0.06, 0.82, -0.11, -0.34, 0.10, 0.05, 0.09, -0.10, -0.40, -0.04, -0.05, -0.05, 0.10, -0.09, 0.11, 0.02, 0.03, 0.10, 0.09, -0.14, -0.41, -0.10, -0.06, 0.10, 0.08, -0.20, 0.08, 0.08]}


Record 6
{"formula": "C4H8O2", "method": "ωB97M-V/def2-TZVPD", "e_above_lowest_kcal_mol": 124.00, "gap_ev": 8.65, "e_tot_ha": -307.514823, "species": ["O", "H", "C", "H", "H", "C", "H", "H", "O", "C", "H", "C", "H", "H"], "xyz": [[0.71, -0.73, 0.65], [0.27, 0.76, -2.32], [0.03, 0.15, -1.46], [-0.51, 0.96, -0.19], [-1.79, -0.70, -2.34], [0.85, -0.32, 2.00], [0.02, 0.32, 2.31], [-1.45, -1.22, -0.65], [-1.70, 0.87, -0.95], [-1.34, -0.42, -1.38], [0.86, -1.23, 2.60], [0.70, 0.33, -0.24], [1.79, 0.22, 2.16], [1.56, 1.00, -0.19]], "lowdin_charge": [-0.16, 0.14, 0.00, 0.19, 0.12, -0.10, 0.09, 0.12, -0.19, -0.28, 0.09, -0.24, 0.09, 0.13]}